Entry 1:
{
  "formula": "C24H28ClHfO4P2S3",
  "method": "ωB97M-V/def2-TZVPD",
  "symbols": ["Hf", "C", "P", "C", "C", "C", "C", "C", "C", "C", "P", "C", "C", "H", "H", "H", "H", "H", "H", "H", "H", "H", "H", "H", "H", "H", "H", "H", "H", "C", "C", "O", "S", "C", "C", "C", "C", "C", "C", "C", "C", "H", "H", "H", "H", "H", "H", "H", "Cl", "C", "C", "O", "O", "H", "H", "C", "O", "C", "S", "S", "H", "H", "H"],
  "positions_angstrom": [[-1.540000, 0.121008, 0.715038], [-1.187733, 1.631350, 4.636383], [-0.863210, -0.047028, 3.986000], [-1.694238, -1.111619, 5.246797], [0.961019, -0.179041, 4.330030], [1.294516, -0.155304, 5.691021], [2.668642, -0.278655, 6.095260], [3.634069, -0.424565, 5.082551], [3.218537, -0.581935, 3.705842], [1.897543, -0.325693, 3.306328], [1.519949, -0.260492, 1.479275], [2.425352, -1.807782, 0.888101], [2.686466, 1.071596, 0.861935], [-1.747734, 1.576378, 5.601034], [-1.858435, 2.081565, 3.901406], [-0.243767, 2.179966, 4.730041], [-1.982780, -0.522161, 6.123278], [-1.024340, -1.943330, 5.537807], [-2.603572, -1.505042, 4.754372], [0.478902, -0.066415, 6.457935], [2.987135, -0.308979, 7.096005], [4.689409, -0.496947, 5.330579], [3.887608, -0.948939, 2.936949], [1.968097, -2.147404, -0.048026], [2.239305, -2.499164, 1.733744], [3.508162, -1.607748, 0.760866], [3.554797, 1.131624, 1.652930], [2.034161, 1.936555, 0.774740], [3.097600, 0.795689, -0.132422], [2.639505, -1.062542, -9.070214], [1.321381, -1.303139, -8.319087], [0.835390, -2.391284, -8.054358], [0.379712, 0.237207, -8.123799], [-0.188742, 0.101540, -6.534676], [-0.460195, 1.353721, -5.866575], [-0.865786, 1.430499, -4.540964], [-0.990195, 0.222291, -3.762668], [-0.608289, -0.994830, -4.427557], [-0.270656, -1.081528, -5.771169], [-0.928888, 0.125844, -2.392669], [-0.942759, -0.018268, -1.146545], [2.525315, -1.380901, -10.112777], [3.361066, -1.681673, -8.512928], [2.882705, 0.059711, -8.967260], [-0.355005, 2.238437, -6.465286], [-1.052860, 2.442163, -4.143429], [-0.636064, -1.866539, -3.787450], [-0.092571, -2.124493, -6.195179], [-1.753020, -4.552212, -0.337405], [-2.572923, -3.607482, 0.938521], [-2.181901, -2.181601, 0.943861], [-2.992352, -1.243567, 0.607277], [-0.955899, -1.891634, 1.168353], [-2.389180, -4.229120, 1.793179], [-3.648479, -3.567845, 0.651739], [-3.648378, 4.918707, 0.804810], [-2.259914, 4.284705, 0.946064], [-2.270165, 2.988931, 0.987410], [-3.508533, 1.867676, 0.927105], [-0.608866, 2.461976, 1.277500], [-3.427231, 5.964677, 0.851952], [-4.314291, 4.468416, 1.599831], [-4.027366, 4.704653, -0.201393]],
  "forces_ev_per_angstrom": [[3.0, 2.5, 4.3], [-0.8, 0.0, 0.4], [0.4, 0.3, -0.6], [0.1, -0.4, -0.4], [-1.4, 0.2, 0.6], [1.2, -0.4, 0.8], [-1.2, 0.2, -2.8], [-1.2, -0.7, -1.4], [0.0, 0.6, 1.5], [0.7, -0.5, 0.3], [0.5, -0.2, -0.4], [-0.5, 0.6, 0.9], [0.9, -1.0, 1.4], [0.7, 0.2, -0.6], [0.2, 0.4, 0.2], [-0.4, 0.1, 0.0], [0.1, -0.2, -0.1], [-0.5, 0.3, -0.1], [0.4, 0.0, 0.5], [1.0, -0.1, -0.8], [0.1, 0.2, 1.2], [-0.2, -0.2, 0.0], [0.5, 0.4, 0.2], [0.2, -0.1, 0.3], [0.3, -0.1, -0.8], [-0.7, -0.2, 0.1], [-1.7, 0.4, -1.7], [0.7, 0.5, 0.1], [-0.4, 0.1, 0.6], [-0.4, 1.2, 1.4], [-0.9, -1.5, -1.1], [1.4, 1.8, -0.2], [0.6, 0.1, -1.1], [-0.6, 0.4, 3.0], [-0.4, -1.5, -0.1], [-0.1, -0.4, 0.1], [2.1, 0.0, -3.3], [-0.8, 1.0, 0.4], [-0.2, -1.1, -0.2], [-1.0, 0.1, 4.1], [1.1, 0.2, -6.0], [0.2, 0.1, 0.3], [0.1, 0.3, -0.6], [-0.1, -1.9, -0.4], [0.0, 0.4, 0.0], [0.1, -0.8, 0.1], [0.1, -0.3, -0.3], [-0.2, 1.9, 0.5], [0.2, 0.4, -0.2], [-2.2, -0.7, -1.4], [2.1, -0.9, -0.1], [-1.7, -2.0, 0.5], [-1.7, -0.2, 0.0], [0.0, 0.5, 0.9], [0.6, -0.5, 0.5], [0.7, -1.4, 0.2], [-3.2, 0.5, -0.5], [3.2, 0.1, 0.9], [-0.7, 0.1, -0.3], [-1.0, -0.2, -0.4], [-0.2, 0.5, 0.5], [0.8, 0.9, -0.9], [0.1, -0.2, 0.3]],
  "mulliken_charge": [0.748, -1.257, 1.126, -1.538, -0.024, -0.305, -0.799, -0.799, -0.360, -0.363, 1.389, -1.428, -1.187, 0.430, 0.277, 0.353, 0.439, 0.391, 0.387, 0.271, 0.489, 0.387, 0.359, 0.403, 0.383, 0.437, 0.406, 0.291, 0.376, -0.984, 0.707, -0.534, -0.210, 0.728, -0.596, -0.635, -0.263, -0.495, -0.554, 2.174, -1.375, 0.289, 0.312, 0.343, 0.380, 0.371, 0.446, 0.381, -0.149, -0.598, 0.674, -0.584, -0.484, 0.302, 0.362, -0.704, -0.206, 0.559, -0.364, -0.523, 0.280, 0.322, 0.345],
  "lumo_energy_ev": -2.995,
  "multiplicity": 1,
  "total_charge": 1,
  "orbital_gap_ev": 7.33,
  "e_homo_ev": -10.3
}

---

Entry 2:
{
  "formula": "C28H42BI2N7OPbS3",
  "method": "ωB97M-V/def2-TZVPD",
  "symbols": ["Pb", "C", "C", "C", "C", "N", "N", "B", "N", "N", "C", "C", "C", "C", "C", "S", "C", "C", "C", "C", "N", "N", "C", "C", "C", "C", "C", "S", "C", "C", "C", "C", "C", "S", "C", "C", "C", "C", "H", "H", "H", "H", "H", "H", "H", "H", "H", "H", "H", "H", "H", "H", "H", "H", "H", "H", "H", "H", "H", "H", "H", "H", "H", "H", "H", "H", "H", "H", "H", "H", "H", "H", "H", "H", "H", "H", "H", "I", "C", "I", "H", "H", "O", "N", "H"],
  "positions_angstrom": [[-2.450786, -0.525952, 2.486984], [-4.701286, 2.482648, -1.056916], [-3.538886, 1.504748, -1.066816], [-3.137986, 0.992148, -2.293716], [-2.074786, 0.097448, -2.374816], [-1.445786, -0.278452, -1.223416], [-1.774686, 0.192148, -0.014816], [-0.815686, -0.266252, 1.145384], [0.069514, 0.872048, 1.639884], [0.748714, 1.585648, 0.741784], [1.610314, 2.578548, 1.090984], [1.769114, 2.863948, 2.458984], [1.050314, 2.136248, 3.417084], [1.230914, 2.467248, 4.881684], [0.183614, 1.113148, 2.969084], [-0.612186, 0.337148, 3.875484], [2.360514, 3.309548, -0.027916], [1.331614, 3.961548, -0.971716], [3.313814, 4.409148, 0.493684], [3.198014, 2.283448, -0.817816], [-0.085086, -1.668852, 1.126284], [1.004914, -1.653352, 0.349284], [1.847514, -2.710852, 0.183484], [1.548614, -3.901652, 0.844284], [0.458414, -3.974852, 1.704784], [0.230714, -5.286552, 2.439084], [-0.367286, -2.830452, 1.884284], [-1.429486, -2.931352, 2.894784], [3.111414, -2.532452, -0.674016], [2.724714, -2.019652, -2.066916], [3.929414, -3.834552, -0.851516], [4.013114, -1.489052, 0.013284], [-2.841286, 1.114048, 0.107184], [-3.300286, 1.686448, 1.383084], [-1.601486, -0.406352, -3.742516], [-0.392586, -1.342652, -3.593516], [-1.165386, 0.796448, -4.613316], [-2.733186, -1.175552, -4.451016], [-5.105186, 2.667648, -2.075216], [-4.369086, 3.458548, -0.643816], [-5.527186, 2.080848, -0.432916], [-3.651586, 1.304748, -3.193416], [2.439614, 3.641948, 2.793584], [1.954914, 3.295948, 5.032984], [1.611514, 1.575448, 5.423084], [0.258614, 2.775048, 5.320384], [0.716514, 4.704648, -0.419816], [0.650814, 3.198048, -1.407416], [1.842614, 4.482048, -1.810616], [2.751914, 5.188848, 1.051384], [3.836414, 4.907548, -0.351616], [4.091114, 3.974848, 1.159584], [2.553514, 1.485948, -1.246816], [3.952314, 1.808748, -0.154016], [3.736714, 2.774548, -1.656916], [2.180514, -4.770752, 0.741384], [0.982414, -6.059052, 2.170184], [-0.772386, -5.689252, 2.184084], [0.293714, -5.123952, 3.535784], [2.042314, -2.735952, -2.573116], [3.625514, -1.880152, -2.703316], [2.233714, -1.031752, -1.972016], [3.318114, -4.616952, -1.351916], [4.287814, -4.220452, 0.126984], [4.827114, -3.651452, -1.481116], [3.475914, -0.526552, 0.140184], [4.930614, -1.300552, -0.585416], [4.319314, -1.846152, 1.020484], [0.434514, -0.780452, -3.126916], [-0.043086, -1.705152, -4.584716], [-0.640886, -2.223252, -2.963016], [-0.348186, 1.362648, -4.114016], [-2.005386, 1.498348, -4.796616], [-0.794986, 0.454048, -5.603616], [-3.049886, -2.047752, -3.840216], [-2.390586, -1.544852, -5.442116], [-3.617586, -0.527252, -4.623216], [-3.482086, 1.294748, 4.307684], [-5.477586, 0.911548, 3.925084], [-5.224486, -0.539152, 2.473784], [-6.014186, 1.790148, 3.556284], [-6.013686, 0.542148, 4.803884], [-3.705686, -2.698752, 0.314184], [-3.245986, -1.902752, 1.110184], [-3.135586, -1.711652, 3.672684]],
  "forces_ev_per_angstrom": [[0.8, -0.8, 5.1], [0.0, 0.1, 0.4], [-0.1, -0.3, -3.0], [-0.7, 0.8, 1.3], [1.5, -0.9, 2.0], [-0.1, -0.2, -2.1], [-0.4, 0.6, -2.5], [1.5, 0.2, -2.3], [1.6, 1.6, -0.7], [1.1, 1.3, -0.9], [-1.4, -1.7, -0.3], [-0.9, -1.1, 1.1], [2.0, 2.1, -0.9], [-0.1, -0.2, 0.1], [7.4, 7.4, -8.8], [-6.3, -7.9, 12.5], [0.1, 0.1, -0.6], [-0.5, 0.1, -0.3], [0.0, 0.0, 0.5], [0.2, -0.5, -0.2], [1.1, -1.7, -0.3], [1.6, -0.4, -1.0], [-1.4, 2.0, 0.3], [-1.1, -0.2, 1.1], [2.3, -1.0, -1.5], [-0.3, 0.1, 0.2], [7.9, 0.9, -7.7], [-8.0, -1.2, 7.2], [0.4, 0.4, -0.3], [-0.2, 0.3, -0.4], [-0.2, -0.4, 0.3], [0.2, 0.4, 0.4], [3.8, -4.0, -9.4], [-2.3, 5.2, 8.8], [0.6, -0.6, -0.2], [0.2, -0.1, 0.2], [0.0, 0.5, 0.1], [-0.5, -0.1, 0.0], [0.4, -0.3, 0.7], [-0.3, -0.5, -0.1], [0.4, 0.4, -0.2], [0.0, 0.0, 0.0], [0.0, 0.0, 0.0], [-0.5, -0.6, -0.3], [-0.3, 0.5, -0.1], [0.5, -0.3, -0.1], [0.3, -0.4, -0.4], [0.4, 0.4, 0.3], [-0.3, -0.3, 0.6], [0.4, -0.4, -0.3], [-0.4, -0.4, 0.5], [-0.4, 0.3, -0.4], [0.4, 0.4, 0.3], [-0.4, 0.2, -0.4], [-0.3, -0.2, 0.6], [0.0, 0.0, -0.1], [-0.4, 0.7, 0.0], [0.5, 0.2, 0.3], [-0.2, -0.2, -0.6], [0.4, 0.5, 0.2], [-0.5, -0.2, 0.5], [0.1, -0.6, -0.1], [0.4, 0.4, 0.3], [-0.2, 0.1, -0.6], [-0.7, 0.0, 0.4], [0.3, -0.5, -0.1], [-0.6, -0.2, 0.3], [-0.1, 0.2, -0.6], [-0.3, -0.4, -0.1], [-0.3, 0.3, 0.6], [0.2, 0.5, -0.3], [-0.5, -0.3, -0.3], [0.5, -0.3, 0.1], [-0.3, 0.1, 0.7], [0.1, 0.5, -0.4], [-0.2, 0.3, 0.7], [0.4, -0.4, 0.0], [-0.4, 3.2, 4.8], [-1.0, 0.6, 0.3], [-5.8, -1.2, -1.1], [0.3, -0.2, -0.2], [0.4, -0.2, -0.2], [2.3, 3.8, 3.6], [-4.0, -7.8, -7.2], [-0.1, 1.3, 0.3]],
  "mulliken_charge": [0.565, -1.661, -0.115, -0.373, -0.419, -0.700, 0.999, -0.252, 0.610, -0.461, -0.680, -0.257, -0.152, -1.769, 1.972, -0.861, 2.144, -1.432, -2.039, -1.364, 0.462, -0.454, -0.596, -0.213, 0.178, -1.824, 1.460, -0.724, 2.033, -0.977, -2.125, -1.334, 1.679, -0.588, 2.030, -1.696, -1.514, -1.668, 0.408, 0.374, 0.326, 0.468, 0.617, 0.372, 0.372, 0.345, 0.377, 0.120, 0.422, 0.444, 0.372, 0.420, 0.098, 0.362, 0.460, 0.573, 0.360, 0.369, 0.404, 0.371, 0.468, -0.212, 0.450, 0.429, 0.380, -0.045, 0.430, 0.408, 0.130, 0.470, 0.324, 0.236, 0.353, 0.448, 0.359, 0.432, 0.343, 0.105, -0.760, 0.145, 0.397, 0.495, -0.273, 0.042, 0.127],
  "lumo_energy_ev": [-7.147, -8.860],
  "multiplicity": 1,
  "total_charge": 2,
  "orbital_gap_ev": [6.36, 4.49],
  "e_homo_ev": [-13.5, -13.4]
}

---

Entry 3:
{
  "formula": "C19H16ClIO3SV",
  "method": "ωB97M-V/def2-TZVPD",
  "symbols": ["V", "I", "C", "C", "C", "C", "C", "C", "C", "C", "C", "C", "H", "H", "H", "H", "H", "H", "Cl", "C", "C", "O", "O", "H", "H", "C", "S", "O", "C", "C", "C", "C", "C", "C", "H", "H", "H", "H", "H", "H", "H", "H"],
  "positions_angstrom": [[2.116417, 1.050909, -0.042175], [1.597925, 0.626397, 2.704542], [0.423978, -1.074571, 2.235123], [-0.201662, -1.713615, 3.263671], [-0.965959, -2.865664, 2.986927], [-1.060352, -3.325670, 1.704699], [-0.418118, -2.656160, 0.634811], [-0.535825, -3.131464, -0.692980], [0.063141, -2.455257, -1.715929], [0.791470, -1.274935, -1.449431], [0.968580, -0.759615, -0.181603], [0.349232, -1.479149, 0.881307], [-0.108733, -1.355119, 4.279995], [-1.460911, -3.383384, 3.798006], [-1.632183, -4.218955, 1.480955], [-1.107089, -4.034628, -0.873295], [-0.021044, -2.814940, -2.734772], [1.244792, -0.770061, -2.301875], [3.735323, 3.215736, -0.265513], [5.282792, 2.316426, -0.031936], [5.158748, 0.785858, -0.208920], [6.237576, 0.233014, -0.315861], [3.995317, 0.268013, -0.184259], [5.614082, 2.529573, 0.980636], [5.995560, 2.705739, -0.749142], [-1.357160, 3.963546, -1.212592], [-0.361063, 2.470461, -1.287342], [0.502466, 2.529535, -0.049271], [-1.660314, 1.295274, -0.932392], [-2.417298, 0.795265, -1.981667], [-3.382895, -0.161665, -1.719259], [-3.561683, -0.627184, -0.422095], [-2.784509, -0.131095, 0.615233], [-1.827923, 0.840216, 0.362368], [-1.815914, 4.019940, -0.226851], [-2.114124, 3.913972, -1.992697], [-0.686800, 4.805044, -1.379360], [-2.237642, 1.136091, -2.995155], [-3.977127, -0.564797, -2.528137], [-4.295195, -1.397211, -0.222642], [-2.902530, -0.518415, 1.618890], [-1.183350, 1.212559, 1.149979]],
  "forces_ev_per_angstrom": [[0.5, 0.1, 0.4], [-0.1, -0.1, -0.1], [0.1, 0.2, 0.1], [0.0, 0.1, 0.1], [0.0, -0.1, -0.1], [0.0, 0.0, 0.0], [0.1, 0.1, 0.1], [0.0, 0.0, 0.0], [-0.1, 0.0, 0.0], [0.1, 0.0, 0.1], [0.2, 0.4, -0.3], [-0.1, -0.2, -0.1], [0.0, 0.0, 0.0], [0.0, 0.0, 0.0], [0.0, 0.0, 0.0], [0.0, 0.0, 0.0], [0.0, 0.0, 0.0], [0.0, 0.0, 0.0], [-0.3, -0.1, 0.1], [0.0, -0.2, 0.0], [0.3, 0.3, 0.1], [-0.1, -0.1, 0.0], [-0.4, -0.1, -0.1], [0.0, 0.0, 0.0], [0.0, 0.1, 0.0], [0.2, 0.0, 0.1], [-0.6, -0.1, -0.3], [0.3, -0.1, 0.1], [0.0, -0.1, 0.0], [0.1, 0.1, -0.1], [0.0, 0.0, 0.0], [0.0, 0.0, 0.0], [-0.1, 0.0, -0.1], [0.1, 0.1, 0.1], [0.0, 0.0, 0.0], [0.0, 0.0, 0.0], [0.0, 0.0, 0.0], [0.0, 0.0, 0.0], [0.0, 0.0, 0.0], [0.0, 0.0, 0.0], [0.0, 0.0, 0.0], [0.0, 0.0, 0.0]],
  "mulliken_charge": [0.218, 0.098, 0.515, -0.674, -0.590, -0.973, 1.131, -0.860, -0.963, -0.062, -0.220, 0.614, 0.402, 0.397, 0.388, 0.379, 0.412, 0.349, -0.219, -0.333, 0.520, -0.647, -0.656, 0.259, 0.316, -1.084, 0.620, -0.565, 0.604, -0.560, -0.636, -0.624, -0.477, -0.303, 0.324, 0.416, 0.413, 0.417, 0.393, 0.425, 0.394, 0.442],
  "lumo_energy_ev": [0.155, 0.147],
  "multiplicity": 4,
  "s2": 3.763,
  "orbital_gap_ev": [7.31, 8.07],
  "e_homo_ev": [-7.2, -7.9]
}

---

Question: What is the formula in the third record?
Answer: C19H16ClIO3SV